Here is 2 unconnected molecules or ions with the total composition C6H14FN2 from the Open Molecules 2025 dataset. Energies are from wB97M-V/def2-TZVPD.

Properties
Molecular weight in g/mol: 133.190
ΔE to the lowest compared entry with this formula, charge and spin in eV: 2.858
HOMO level in eV: -10.6
Largest force on an atom in hartree/bohr: 0.0176
DFT total energy in eV: -12137.275

Structure (ORCA input):
```
! wB97M-V def2-TZVPD RIJCOSX def2/J DEFGRID3
* xyz 1 1
C 1.51 -2.14 -0.42
C -3.34 -1.05 0.64
C 0.72 -1.12 -0.16
C -2.63 1.08 -0.22
C 2.98 1.04 0.35
C 1.47 1.18 0.27
N -3.42 0.24 0.46
N 0.91 0.20 -0.72
F -1.81 0.45 -1.16
H 1.34 -3.10 0.03
H 2.36 -2.06 -1.08
H -2.68 -1.64 0.03
H -3.97 -1.53 1.37
H -0.13 -1.18 0.51
H -3.05 1.98 -0.64
H 3.36 1.74 1.08
H 3.27 0.04 0.66
H 3.44 1.27 -0.61
H 1.20 2.19 -0.04
H 1.01 0.98 1.24
H -4.10 0.75 1.02
H 1.56 0.15 -1.52
H -0.01 0.53 -1.07
*
```